Record 1
Formula: C4H6S
Source: the Open Molecules 2025 dataset
Level of theory: ωB97M-V/def2-TZVPD

Output
ΔE to the lowest compared entry with this formula, charge and spin   1.903 eV
Kohn-Sham gap   0.350 Ha
E_HOMO   -8.56 eV
SMILES string   C#CCSC
LUMO   0.95 eV

Last column: natural (NBO) charge in e.
CARTESIAN COORDINATES (ANGSTROEM)
C  0.27035  -1.16428  -1.10393  -0.711
C  -1.06899  0.20590  0.93790  -0.632
C  0.10862  1.08042  0.57456  -0.012
C  1.06275  1.74676  0.30022  -0.260
H  1.05970  -1.50030  -0.48932  0.210
H  0.10009  -1.73096  -2.03265  0.231
H  0.52693  -0.15744  -1.35785  0.231
H  -0.76746  -0.33670  1.91067  0.243
H  -2.00391  0.75386  1.14733  0.257
H  2.04602  2.26906  0.26936  0.254
S  -1.33410  -1.16632  -0.15631  0.189

=====

Record 2
Formula: C39H37F4KN7O2S2
Source: the Open Molecules 2025 dataset
Level of theory: ωB97M-V/def2-TZVPD

Output
ΔE to the lowest compared entry with this formula, charge and spin   2.435 eV
Kohn-Sham gap   0.189 Ha
Net charge   -1
E_HOMO   -3.91 eV
LUMO   1.23 eV

Last column: Mulliken charge in e.
CARTESIAN COORDINATES (ANGSTROEM)
K  0.05129  -0.01095  0.51747  1.132
C  2.40501  -2.43700  1.51893  -0.708
C  2.47352  -3.05011  0.12295  -1.070
N  1.52885  -2.43911  -0.80402  1.189
C  2.11792  -2.18944  -2.11141  -0.816
C  3.04227  -0.97964  -2.12579  -1.003
C  0.32810  -3.24427  -0.96679  -1.271
C  -0.47318  -3.51353  0.30445  -1.424
N  -1.01258  -2.29015  0.81490  1.064
C  -1.90930  -2.30648  1.76331  -0.031
C  -2.54696  -1.07501  2.11445  0.260
F  -2.17897  0.04315  1.41522  -0.294
C  -3.52156  -0.96337  3.06689  -0.006
F  -4.08813  0.24534  3.30923  -0.256
C  -3.97665  -2.06156  3.78866  -0.808
C  -3.38634  -3.27934  3.48754  0.144
F  -3.80244  -4.38198  4.16843  -0.359
C  -2.41364  -3.41557  2.52760  0.247
F  -1.90257  -4.67340  2.33957  -0.376
H  2.98953  -3.04031  2.21220  0.446
H  1.38026  -2.38966  1.87073  -0.022
H  2.81000  -1.43021  1.51252  0.039
H  2.29320  -4.13544  0.19587  0.375
H  3.49249  -2.92380  -0.25818  0.514
H  1.30357  -1.99153  -2.81284  0.437
H  2.66604  -3.08077  -2.47804  0.339
H  2.48560  -0.10374  -1.80343  -0.033
H  3.41427  -0.81357  -3.13724  0.521
H  3.90262  -1.12009  -1.47412  0.343
H  0.57682  -4.22394  -1.42514  0.340
H  -0.33171  -2.70934  -1.64955  0.193
H  0.15379  -4.03370  1.04070  0.391
H  -1.27770  -4.21436  0.01958  0.609
H  -4.73911  -1.97290  4.54012  0.495
S  -3.10898  0.66720  -7.78282  0.097
N  -3.60338  -0.24760  -6.52729  -0.738
C  -2.83365  0.02529  -5.48160  1.067
C  -2.94067  -0.54880  -4.17691  0.093
C  -3.91266  -1.49565  -3.83648  -0.671
C  -3.95618  -1.96774  -2.54499  -1.202
C  -3.01474  -1.48614  -1.62991  -0.222
N  -2.08763  -0.61294  -1.93661  0.488
C  -2.03032  -0.13013  -3.17664  -0.369
C  -1.01103  0.86004  -3.47154  -0.294
N  -0.18729  1.21391  -2.48679  0.458
C  0.71874  2.13399  -2.70574  -0.078
C  0.88455  2.76926  -3.94123  -1.218
C  0.06000  2.40961  -4.98172  -0.717
C  -0.92030  1.43752  -4.76124  0.044
C  -1.83879  1.00760  -5.76910  1.018
N  -1.89315  1.44220  -7.02157  -0.738
H  -4.60931  -1.82996  -4.59131  0.505
H  -4.69675  -2.69132  -2.23953  0.487
H  -3.00061  -1.82994  -0.60782  0.414
H  1.33583  2.38470  -1.85632  0.441
H  1.64452  3.52400  -4.06831  0.519
H  0.14074  2.85713  -5.96163  0.507
N  2.75114  3.72916  0.32526  -0.580
C  2.38381  2.38425  0.77579  0.522
O  1.13425  2.03026  0.52803  -0.255
C  3.13147  1.86686  1.99295  -0.704
C  3.52970  1.38718  0.62594  -0.304
H  1.90478  4.16374  -0.02602  0.396
H  3.08731  4.29307  1.09725  0.295
H  2.58121  1.19031  2.62972  0.116
H  3.81144  2.52914  2.51467  0.315
H  4.44755  1.77634  0.21411  0.226
H  3.27911  0.37938  0.33990  -0.600
O  0.27840  1.47598  3.05255  -0.730
S  -0.43199  2.34760  2.11646  0.435
C  -1.87504  2.89216  3.13851  -0.022
C  -3.00314  3.36362  2.49073  0.019
C  -4.14166  3.66861  3.21378  -0.846
C  -4.15446  3.49101  4.58723  -0.398
C  -3.02656  3.01657  5.23623  -0.777
C  -1.88856  2.71722  4.50878  -0.213
C  0.25665  4.01495  2.30120  0.385
C  -0.17250  5.00963  1.43803  -0.566
C  0.35669  6.28440  1.53731  -0.590
C  1.33183  6.55832  2.48415  -0.408
C  1.77103  5.55634  3.33423  -0.824
C  1.22758  4.28498  3.24747  -0.195
H  -2.99136  3.46348  1.41484  0.345
H  -5.02690  4.02385  2.70403  0.377
H  -5.05226  3.70670  5.14902  0.376
H  -3.04303  2.86358  6.30696  0.385
H  -1.00880  2.31528  4.98906  0.401
H  -0.90773  4.77207  0.68219  0.302
H  0.02046  7.06507  0.86779  0.389
H  1.75647  7.55098  2.55117  0.388
H  2.54276  5.76836  4.06138  0.410
H  1.55802  3.48227  3.88765  0.437

=====

Record 3
Formula: CH2IOP
Source: the Open Molecules 2025 dataset
Level of theory: ωB97M-V/def2-TZVPD

Output
ΔE to the lowest compared entry with this formula, charge and spin   1.037 eV
Kohn-Sham gap   0.336 Ha
E_HOMO   -9.43 eV
SMILES string   O=C(P)I
LUMO   -0.29 eV

Last column: natural (NBO) charge in e.
CARTESIAN COORDINATES (ANGSTROEM)
C  -2.12212  -0.99492  0.09157  0.191
O  -2.17717  -2.17211  0.04135  -0.508
P  -0.43637  -0.08232  0.68814  0.204
I  -3.73183  0.30786  -0.03650  0.119
H  0.65809  0.05953  -0.17196  0.007
H  -0.93546  1.12337  0.12111  -0.014

=====

Record 4
Formula: C6H15BSi2
Source: the Open Molecules 2025 dataset
Level of theory: ωB97M-V/def2-TZVPD

Output
Kohn-Sham gap (spin up / spin down)   0.280 / 0.281 Ha
E_HOMO (spin up / spin down)   -8.62 / -8.23 eV
LUMO (spin up / spin down)   -1.00 / -0.57 eV

Last column: natural (NBO) charge in e.
CARTESIAN COORDINATES (ANGSTROEM)
B  0.77998  -1.07439  0.06493  0.946
C  -0.54263  -0.19302  0.01818  -0.483
C  -0.47330  1.12981  0.08559  -0.349
C  -1.95114  -0.80631  -0.00293  -0.422
C  -3.14403  0.21382  0.01770  -0.804
C  1.56791  -1.49476  1.48019  -0.958
C  1.02695  -1.76158  -1.31676  -1.024
Si  -2.14814  1.93070  0.00465  1.028
Si  2.83220  2.24750  -0.03079  0.597
H  -1.87070  -1.52552  -0.82435  0.219
H  -2.13991  -1.58578  0.87964  0.215
H  -3.67299  0.30606  -0.94883  0.244
H  -3.70869  0.14303  0.91950  0.238
H  2.63735  -1.19450  1.18190  0.239
H  1.31540  -2.45491  1.53618  0.230
H  1.15622  -0.86556  2.22723  0.230
H  0.82168  -1.22121  -2.18042  0.240
H  0.33323  -2.58064  -1.35875  0.254
H  2.12553  -2.21123  -1.48009  0.220
H  -2.79931  3.05677  1.02512  -0.139
H  -2.07928  2.44022  -1.39046  -0.179
H  3.87356  1.30220  -0.29934  -0.188
H  3.16635  2.94267  1.38467  -0.160
H  2.89375  3.25663  -0.99275  -0.194

=====

Record 5
Formula: C2HF5O
Source: the Open Molecules 2025 dataset
Level of theory: ωB97M-V/def2-TZVPD

Output
ΔE to the lowest compared entry with this formula, charge and spin   4.225 eV
Kohn-Sham gap   0.468 Ha
E_HOMO   -12.29 eV
SMILES string   FO[C@@H](F)C(F)(F)F
LUMO   0.43 eV

Last column: natural (NBO) charge in e.
CARTESIAN COORDINATES (ANGSTROEM)
C  0.28067  1.02508  -0.61312  0.358
C  1.80860  0.51400  -0.07340  0.954
O  -0.59250  1.00977  0.44058  -0.144
F  0.28496  2.23455  -1.18981  -0.307
F  1.71564  -0.74389  0.36552  -0.319
F  2.63230  0.57478  -1.05874  -0.293
F  2.23063  1.20557  0.93608  -0.301
F  -1.88497  0.57196  0.15323  -0.116
H  0.14872  0.14848  -1.18777  0.168